DFT (wB97M-V/def2-TZVPD) results for a 2-piece molecular cluster, C4H11NO3 overall.

Summary:
Electronic energy: -11958.35578 eV
Relative energy (zero: lowest compared OMol25 entry of this formula, charge and spin): 40.4 kcal per mole
HOMO-LUMO gap: 9.5 eV

Structure (ORCA input):
```
! wB97M-V def2-TZVPD RIJCOSX def2/J DEFGRID3
* xyz 0 1
N 1.853 0.398 -1.730
C 1.667 0.682 -0.265
C 0.361 1.507 -0.038
C -0.971 0.724 -0.027
C -1.119 -0.196 1.108
O -1.802 -1.216 1.178
O -0.544 0.200 2.272
H 2.156 1.113 -2.340
H 1.422 -0.319 -2.155
H 1.652 -0.258 0.367
H 2.514 1.231 0.160
H 0.509 2.162 0.906
H 0.196 2.219 -0.885
H -1.928 1.431 0.052
H -1.111 0.190 -0.987
H -0.789 -0.429 3.080
O -1.200 -3.362 -0.479
H -2.001 -2.803 -0.569
H -0.864 -3.273 0.353
*
```

DFT (wB97M-V/def2-TZVPD) results for C2H2ClN as an isolated structure.

Summary:
Electronic energy: -16113.94338 eV
Relative energy (zero: lowest compared OMol25 entry of this formula, charge and spin): 95.4 kcal per mole
HOMO-LUMO gap (alpha / beta): 7.4 / 7.4 eV

Structure (ORCA input):
```
! wB97M-V def2-TZVPD RIJCOSX def2/J DEFGRID3
* xyz 0 1
C -0.025 0.228 1.238
C 0.353 0.806 0.032
N -0.107 -0.299 2.265
Cl -0.809 1.667 -0.787
H 0.444 -0.909 -1.132
H 0.143 -1.494 -1.617
*
```

DFT (wB97M-V/def2-TZVPD) results for C18H29NO4S in the gas phase.

Summary:
Electronic energy: -39651.41748 eV
Relative energy (zero: lowest compared OMol25 entry of this formula, charge and spin): 6.3 kcal per mole
HOMO-LUMO gap: 9.3 eV

Structure (ORCA input):
```
! wB97M-V def2-TZVPD RIJCOSX def2/J DEFGRID3
* xyz 0 1
C 0.393 4.542 -0.794
C 1.260 3.449 -1.414
O 1.295 2.258 -0.640
C 0.503 1.218 -0.994
C -0.726 1.343 -1.640
C -1.477 0.226 -1.948
C -1.044 -1.063 -1.650
C -1.899 -2.263 -2.026
C -3.268 -2.135 -1.342
C -1.268 -3.588 -1.593
C -2.077 -2.288 -3.550
C 0.188 -1.179 -1.021
C 0.936 -0.068 -0.689
S 2.555 -0.375 0.034
O 2.840 -1.766 -0.187
O 3.488 0.590 -0.464
N 2.495 -0.185 1.685
C 2.367 1.154 2.206
C 0.983 1.358 2.864
C 0.395 2.726 2.560
O 0.085 0.374 2.389
C 0.434 -0.912 2.858
C -0.573 -1.903 2.292
C 1.899 -1.239 2.463
H 0.411 5.420 -1.435
H 0.778 4.816 0.185
H -0.637 4.214 -0.679
H 0.929 3.225 -2.434
H 2.301 3.785 -1.453
H -1.106 2.318 -1.904
H -2.425 0.376 -2.444
H -3.799 -1.248 -1.677
H -3.882 -3.004 -1.572
H -3.146 -2.074 -0.263
H -0.300 -3.734 -2.066
H -1.146 -3.630 -0.514
H -1.915 -4.410 -1.891
H -2.677 -3.147 -3.843
H -2.573 -1.390 -3.907
H -1.108 -2.361 -4.039
H 0.636 -2.134 -0.803
H 3.168 1.335 2.935
H 2.504 1.825 1.359
H 1.081 1.235 3.958
H 1.074 3.503 2.900
H -0.563 2.839 3.061
H 0.245 2.817 1.490
H 0.357 -0.910 3.962
H -0.561 -1.852 1.208
H -0.326 -2.910 2.618
H -1.571 -1.648 2.640
H 2.510 -1.392 3.361
H 1.956 -2.136 1.847
*
```